The following is a quantum chemistry calculation of C6H13N in the gas phase at a distorted geometry, from the Open Molecules 2025 dataset.

Last columns: bonded neighbours and bond lengths (Å).
Positions of all 20 atoms, in Å:
1 H 0.01555 -1.67035 1.19476  C7 1.061
2 C 0.05127 -1.37651 -2.06731  H4 1.086, H5 1.073, H9 1.233, N11 1.494
3 H -2.04274 -0.23240 2.17830  C10 1.094
4 H 0.01914 -2.26887 -1.44847  C2 1.086
5 H -0.81266 -1.41673 -2.70242  C2 1.073
6 H 2.74647 -0.27830 0.31654  C17 1.033
7 C 0.10516 -0.61361 1.18608  H1 1.061, C10 1.660, C15 1.514, H19 1.147
8 H -2.27990 2.06307 1.54401  C12 1.101
9 H 0.97926 -1.34220 -2.87871  C2 1.233
10 C -1.37856 0.10633 1.37710  H3 1.094, C7 1.660, C12 1.542, H20 1.124
11 N 0.03985 -0.14113 -1.22767  C2 1.494, C15 1.384, H18 0.944
12 C -1.36087 1.62709 1.12233  H8 1.101, C10 1.542, H13 1.113, H16 1.133
13 H -1.17611 1.88259 0.05481  C12 1.113
14 H 2.65976 1.10029 -0.86687  C17 1.196
15 C 0.74112 0.00175 -0.04250  C7 1.514, N11 1.384, C17 1.395
16 H -0.47169 2.09412 1.64682  C12 1.133
17 C 2.07913 0.39381 -0.09594  H6 1.033, H14 1.196, C15 1.395
18 H -0.26466 0.59162 -1.73906  N11 0.944
19 H 0.76093 -0.18559 2.02418  C7 1.147
20 H -1.83585 -0.18252 0.39131  C10 1.124

HOMO-LUMO gap = 8.8 eV
electronic energy = -291.0234 hartree
structure (SMILES) = C=C(CCC)NC
energy above the lowest of the compared OMol25 structures with the same formula, charge and spin = 3.6835 eV

Mulliken population analysis, charges in e, atoms 1 to 8: H 0.34; C -0.84; H 0.44; H 0.28; H 0.32; H 0.30; C -0.62; H 0.36